Record 1
Below is the molecule C39H36BF6NO2S in a non-equilibrium geometry, with properties calculated with ωB97M-V/def2-TZVPD.

## Properties
Highest occupied orbital energy in eV: -4.6901
Energy relative to the best compared isomer or geometry (same formula, charge and spin) in eV: 0.887
Strongest force on any atom in eV Å⁻¹: 4.4

Geometry as ORCA input:
```
! wB97M-V def2-TZVPD RIJCOSX def2/J DEFGRID3
* xyz 0 1
C -0.3661 -1.8767 1.2326
C 2.7409 -0.1564 -1.6126
C -0.9805 -3.2201 1.1856
F 3.0964 3.7147 -4.3411
H -0.9845 0.5010 2.4325
N -0.9888 -5.3332 -0.0138
H -0.5445 -5.8468 -2.0098
C -0.4417 -6.2418 -0.9927
H 4.4933 -0.4235 -2.8205
H -4.2286 -0.3529 2.0141
H -0.2410 -1.5004 2.2349
H -0.2809 0.4271 -2.4973
C -3.4000 -2.0321 -0.9386
H -3.9191 -2.3224 -1.8585
H -2.1849 2.2789 -2.8827
F 3.8276 5.9154 1.3314
B -2.5119 -2.9258 0.9706
C 4.9929 0.3542 -0.8649
H -2.8410 -5.4210 1.0403
H 0.6782 -1.6383 -1.9381
O -3.0849 -3.2664 -0.2371
C 0.0739 0.6947 2.6451
C 1.8807 2.7367 -1.9231
C -2.8282 4.0166 -0.7073
H -0.9925 -7.1811 -0.9092
C 1.6217 3.3145 0.3888
H 1.5209 2.2643 -2.8345
H -6.2419 -1.1485 0.8776
C -1.8800 -5.9448 0.9619
H -1.4051 -5.9975 1.9521
F 4.8574 4.4625 -3.2205
H 4.5096 4.6140 -0.8592
H -2.0776 -6.9614 0.6119
C 3.5658 4.0811 -0.8406
C -1.8866 2.8893 -0.8369
H 5.1786 1.0207 1.1955
H 2.1433 1.5039 5.2255
H -2.6854 -0.1627 1.1043
C -0.6040 1.1631 -1.7617
F 4.6504 3.9320 1.8586
C 4.5155 0.6517 0.4095
C -1.5948 2.1182 -1.9748
H -0.9644 -3.7158 2.1503
C 0.5029 0.9422 3.9564
C 0.3113 -2.0695 -1.0133
H -6.1524 -2.0574 -0.6483
H -5.0211 0.0046 -1.7421
C -3.5573 -0.8317 1.2809
H 2.0573 -0.3629 -2.4316
H -3.5971 0.7044 -0.9435
C 3.0751 3.4586 -1.9771
H -3.6317 3.8027 0.0111
H -3.2642 4.2179 -1.6845
C 2.8340 3.9996 0.3419
F 4.5338 2.3033 -3.4657
H 3.8528 1.3972 3.3601
C -5.6142 -1.8200 0.2773
C 2.3822 0.7899 1.9092
C 3.4800 4.6089 1.5552
H -5.4371 -2.7452 0.8491
S -1.1089 2.2818 0.5336
O -3.1001 -2.0798 1.8787
H 0.7275 -4.0890 -1.6919
H -2.2793 4.9032 -0.3645
C 1.2332 2.5387 -0.7019
C 2.2690 0.0939 -0.3368
H -0.2419 0.9357 4.7570
C 3.8857 3.5026 -3.2466
H 6.0427 0.5178 -1.1182
C 0.2342 -3.4647 -0.9369
H 0.6235 -6.4149 -0.7856
C 2.7992 1.1819 3.1859
H -2.4621 -1.5157 -1.2291
H -5.1935 0.8330 -0.1813
C 3.1562 0.5021 0.6762
C 0.1936 1.3616 -0.5272
F 2.6980 4.5536 2.6708
C 0.1252 -1.2398 0.1253
C 1.8451 1.2466 4.2114
C -4.5417 0.1779 -0.7716
C 1.0244 0.5964 1.6416
C -0.5418 -4.0683 0.0545
H 1.0347 3.3667 1.3039
C 4.1236 -0.1284 -1.8405
C -4.2864 -1.1305 -0.0518
C 0.7974 0.2100 0.1626
*
```

Here are the Mulliken charges for atoms 1 to 4, given in e: number 1, C, carries -0.75; number 2, C, carries 0.23; number 3, C, carries -0.22; number 4, F, carries -0.28

Record 2
Below is a cluster of 4 separate species, C2H12O4 in total in a non-equilibrium geometry, with properties calculated with ωB97M-V/def2-TZVPD.

## Properties
Highest occupied orbital energy in eV: -10.8940
Energy relative to the best compared isomer or geometry (same formula, charge and spin) in eV: 0.417
Strongest force on any atom in eV Å⁻¹: 1.1
SMILES string: CCO.O.O.O

Geometry as ORCA input:
```
! wB97M-V def2-TZVPD RIJCOSX def2/J DEFGRID3
* xyz 0 1
O 1.0676 -0.5029 2.5095
H -3.0993 1.0775 -0.7966
O 2.0381 1.1839 0.3984
O 1.6793 -0.8778 -2.0747
C -2.5354 0.1964 -0.5335
H -0.3099 -1.1313 0.7035
H 2.2331 -1.6149 -2.3617
H 2.4731 1.6406 -0.3278
H 1.2468 0.7809 0.0069
C -1.1909 0.5058 0.0637
H -2.3956 -0.3671 -1.4664
H -1.2163 0.7162 1.1322
O -0.2678 -0.6067 -0.1053
H 0.8827 -1.3194 -1.7421
H -0.7329 1.4053 -0.3651
H 1.4375 0.0460 1.7978
H 1.8291 -0.6420 3.0962
H -3.1392 -0.4905 0.0650
*
```

Here are the natural (NBO) charges for atoms 1 to 4, given in e: number 1, O, carries -0.98; number 2, H, carries 0.22; number 3, O, carries -0.98; number 4, O, carries -0.95

Record 3
Below is a cluster of 2 separate species, C3H6NOS in total in a non-equilibrium geometry, with properties calculated with ωB97M-V/def2-TZVPD.

## Properties
Highest occupied orbital energy in eV: -2.6255
Energy relative to the best compared isomer or geometry (same formula, charge and spin) in eV: 5.007
Strongest force on any atom in eV Å⁻¹: 2.7

Geometry as ORCA input:
```
! wB97M-V def2-TZVPD RIJCOSX def2/J DEFGRID3
* xyz -1 1
H -2.9041 -0.3794 -0.4975
H -3.0414 -1.0162 1.1884
O 5.5538 0.3935 0.5526
H -0.6931 -0.5811 1.5363
H -0.4163 0.2573 -1.4836
H 4.3617 -0.9074 -0.0350
C -2.3721 -0.6644 0.3493
C -1.1168 -0.3021 0.5838
S 1.2341 -1.2696 -0.5395
N 4.5483 0.1165 -0.1068
C -0.0149 0.0766 -0.4530
H 0.4813 1.0651 0.0264
*
```

Here are the natural (NBO) charges for atoms 1 to 4, given in e: number 1, H, carries 0.17; number 2, H, carries 0.17; number 3, O, carries -0.32; number 4, H, carries 0.18

Record 4
Below is a cluster of 3 separate species, C30H60N7O3P2 in total in a non-equilibrium geometry, with properties calculated with ωB97M-V/def2-TZVPD.

## Properties
Highest occupied orbital energy in eV: -9.3813
Strongest force on any atom in eV Å⁻¹: 7.7

Geometry as ORCA input:
```
! wB97M-V def2-TZVPD RIJCOSX def2/J DEFGRID3
* xyz 1 1
C 1.0260 4.5607 -2.3533
C 2.2308 4.5418 -1.4324
H 5.3128 4.5299 0.9050
C 4.3853 3.6105 -0.8237
H 3.7708 -7.4740 -1.8889
H 3.1650 2.9519 -2.4724
H 0.3677 -3.1629 -0.6578
H -2.8000 3.6624 2.4308
H 3.0323 -7.9132 -3.4391
C -0.8345 2.0501 -2.5079
H 2.0218 -7.8110 -2.0489
H -7.5614 1.6581 2.2686
H 3.5177 -4.5181 -4.1416
H 6.4431 3.1425 -0.5993
C 3.6382 -5.5608 -3.8497
C -0.0486 -6.0920 -2.2321
N 2.3491 5.3975 -0.4062
H -1.1138 4.7647 -2.3177
H -0.7667 3.0761 0.7128
H 0.3048 -6.3513 -3.2272
H -1.3009 0.6533 1.0631
C -0.3434 4.3605 -1.6401
H -0.4542 4.9236 -0.7074
C 4.4480 4.5410 0.2463
H -5.7334 4.1731 4.6623
C -0.1184 -4.1291 -0.8064
H -0.0272 -6.9780 -1.5919
C -1.1503 0.7078 -2.3509
H -7.6957 0.7723 3.8026
H -4.4478 0.4088 5.6427
H -7.1652 3.1123 4.6957
H -1.5263 -0.8264 -0.9207
H 2.2410 -7.4792 -0.0894
H -3.6488 3.5052 0.8813
H -6.9739 3.5508 2.4550
H 6.1615 -0.1846 -1.2761
C -0.6820 2.8896 -1.4109
N 2.5125 -5.3790 0.0145
H 5.1817 0.7063 -3.8517
O 3.8426 -4.2413 -1.5913
H 5.3699 1.7510 -0.3232
C 4.0958 -0.8609 -1.1441
C 1.9780 -6.6230 0.5234
H 3.4681 6.1302 1.2208
H 3.8989 1.1550 -2.6187
H -6.2141 0.4645 5.7355
C 4.9581 0.9254 -2.8001
H 6.8637 1.7856 -2.3993
H 5.5941 -1.1324 -2.6569
H -1.0994 -5.8184 -2.3649
H -3.8376 4.9645 1.8692
H 4.4195 -1.7148 -0.5312
N 0.6988 -4.9977 -1.6491
N -5.3141 2.0988 4.7169
C 3.4211 5.4097 0.4062
C 5.8255 2.1603 -2.4070
C -1.2897 0.2321 -1.0521
P -4.5824 1.6695 3.2231
H -7.7537 -0.0498 2.2477
H -1.2745 0.0840 -3.2335
H 0.7769 5.9422 0.4734
C -3.7344 3.8764 1.9110
C -6.0655 3.6357 1.8616
H 3.3404 -1.2563 -1.8390
C -5.3038 1.0750 5.7606
C -1.1560 1.0431 0.0563
C 2.8831 -7.3409 -2.5200
H -5.4924 -1.1589 4.0169
C -7.2603 0.7568 2.7928
H -0.2956 -4.5741 0.1801
H 1.7114 -3.8586 1.2782
H -4.4964 -1.0711 2.5562
H 1.1563 3.7452 -3.0707
H -1.0898 -3.9218 -1.2597
H 3.5030 -6.1639 -4.7504
N -4.8709 3.2883 2.6170
H 3.6744 -0.0972 -0.4711
H 3.4053 -3.6401 0.8099
H 0.8860 -6.6072 0.6596
H 2.4150 -6.8450 1.4987
H -6.0338 4.6885 1.5683
H -5.2212 1.5125 6.7567
C -6.1388 3.2420 5.0498
H 4.6672 -5.7031 -3.4995
H -0.7034 2.4685 -3.5110
H 5.8005 2.9614 -3.1593
C -5.4883 -0.8584 2.9611
O -3.6286 1.2894 2.1026
H -6.1894 3.3819 6.1331
H 2.9872 -4.8409 2.0100
N -5.8280 0.5519 2.7876
C 3.2627 3.6439 -1.6401
O 1.3936 6.3562 -0.1542
C 2.6533 -4.3869 1.0751
P 2.4017 -4.7327 -1.5975
H -6.1588 3.0316 0.9500
N 2.6525 -5.9386 -2.8345
H -6.1841 -1.5085 2.4280
C 5.3062 -0.3364 -1.9544
C 5.5338 2.6349 -0.9609
C -0.8612 2.3867 -0.1305
H 1.0039 5.5447 -2.8498
*
```

Here are the Mulliken charges for atoms 1 to 4, given in e: number 1, C, carries -0.75; number 2, C, carries -0.30; number 3, H, carries 0.51; number 4, C, carries 0.80

Record 5
Below is the molecule CH4N2S2 in a non-equilibrium geometry, with properties calculated with ωB97M-V/def2-TZVPD.

## Properties
Highest occupied orbital energy in eV: -9.0523
Energy relative to the best compared isomer or geometry (same formula, charge and spin) in eV: 1.588
Strongest force on any atom in eV Å⁻¹: 1.5
SMILES string: S/N=C\NS

Geometry as ORCA input:
```
! wB97M-V def2-TZVPD RIJCOSX def2/J DEFGRID3
* xyz 0 1
N -0.3856 -1.5820 -0.4850
C 0.6103 -0.9403 -0.0952
H -1.6219 0.1769 0.5152
H 1.1945 0.4171 1.3087
H -0.6921 1.9843 -0.5747
S 0.6580 1.7361 -0.5203
S -1.9306 -0.8216 -0.3940
H 1.6219 -1.3136 -0.2593
N 0.5453 0.3431 0.5046
*
```

Here are the natural (NBO) charges for atoms 1 to 4, given in e: number 1, N, carries -0.52; number 2, C, carries 0.23; number 3, H, carries 0.12; number 4, H, carries 0.40

Record 6
Below is a cluster of 3 separate species, C23H45NO8P2S2 in total in a non-equilibrium geometry, with properties calculated with ωB97M-V/def2-TZVPD.

## Properties
Highest occupied orbital energy in eV: -8.0054
Strongest force on any atom in eV Å⁻¹: 6.7

Geometry as ORCA input:
```
! wB97M-V def2-TZVPD RIJCOSX def2/J DEFGRID3
* xyz 0 1
H 4.0997 1.8136 3.2539
H -4.3628 5.0874 -2.7347
H -3.1182 0.3834 -4.1963
H -7.1129 0.0966 -2.5978
H -2.4280 -2.7736 -4.3815
H -3.8591 -3.5308 -2.7061
C -1.2109 -0.4772 -5.0149
H -8.2846 -0.3047 -1.2471
H 1.6690 -2.0534 -2.2813
C 4.3585 1.0414 -3.1853
H -7.1925 1.3732 0.4006
O 1.6620 -3.3698 0.8186
H -5.8254 -1.2391 -3.6972
C -2.4559 -0.5239 -3.9788
H 6.2216 0.7325 10.7674
H 5.2428 1.0739 2.1052
H 5.7383 1.9584 9.5560
H -6.1082 -3.4127 -1.2474
C -4.0810 -2.4182 -2.9283
C 4.9958 1.1968 3.1606
H -0.4147 0.8095 -3.3382
P 3.2227 -2.8116 0.3089
H 0.5312 -0.6748 -1.8747
C -6.4149 -2.4469 -1.8000
C -5.6548 -2.2711 -3.2190
C -7.1940 0.0332 -1.4507
C 1.2782 -0.6496 -3.9881
H -3.8141 -1.8492 -5.1708
H -5.1646 -0.8232 -0.6975
H -6.7061 -1.4276 0.1591
H -3.7704 -1.7675 -2.0385
O 4.1766 -3.1784 1.4720
H -2.0745 -0.4937 -2.8888
S 4.6983 -0.4366 3.8709
C -4.4002 1.9898 -0.7854
H -3.9940 1.1310 -0.1654
C 1.5202 -0.9142 -2.4203
H 5.1367 0.6608 5.9624
O 7.0548 0.8282 7.2791
C -3.2077 -1.9390 -4.2055
C 8.5311 1.6362 9.3494
O 3.6993 -3.6825 -1.0883
C -6.2522 -1.1246 -0.8618
H 2.1846 -0.2571 -4.5583
H 2.8685 -4.1061 -1.4064
H 9.4767 1.5410 8.8147
H -6.9423 3.7872 -2.2847
H 5.8339 1.6707 3.6749
H -2.4570 3.3257 -1.4590
S 7.3737 0.4211 8.6829
C -4.5568 4.1217 -2.1667
H 1.0281 -1.6786 -4.4564
C -7.0325 1.4611 -0.7426
H 2.8063 1.6491 -0.5592
C 5.9757 0.9053 9.7182
O 3.9775 1.9988 -2.1814
O 3.9457 -0.2385 -2.7112
N -5.7968 2.2036 -1.1028
H -0.9303 -1.5445 -5.3216
H -6.0762 -3.0668 -3.9276
C -5.9285 3.4111 -1.9007
P 3.1473 -0.6481 0.0209
H 3.4233 0.8337 5.4708
O 4.9457 1.3835 -4.2226
H 4.0120 -0.7078 6.1402
H -7.5499 -2.5446 -2.0126
H 0.3390 1.1360 -5.0132
C 0.0002 0.3099 -4.2795
C -3.5875 3.1313 -1.4396
C 2.7989 -0.1798 -1.7967
H -1.4500 0.0900 -5.9886
H -7.9164 2.1084 -1.1162
H 5.1152 0.2939 9.4437
H 8.6949 1.4399 10.4105
H 1.1788 -2.5323 1.0076
C 2.7316 1.4507 -1.6831
H 1.9830 -0.2094 0.7566
H 8.1358 2.6440 9.2100
C 4.2752 0.1526 5.5235
O 3.4475 -0.9739 3.2527
H 1.7901 1.9651 -2.0710
*
```

Here are the Mulliken charges for atoms 1 to 4, given in e: number 1, H, carries 0.30; number 2, H, carries 0.33; number 3, H, carries 0.20; number 4, H, carries 0.20

Record 7
Below is a structure of composition C42H40BrFN7O7RhS in a non-equilibrium geometry, with properties calculated with ωB97M-V/def2-TZVPD.

## Properties
Highest occupied orbital energy (spin up / spin down) in eV: -12.3847 / -12.3862
Energy relative to the best compared isomer or geometry (same formula, charge and spin) in eV: 0.276
Strongest force on any atom in eV Å⁻¹: 1.7
<S²>: 6.0101

Geometry as ORCA input:
```
! wB97M-V def2-TZVPD RIJCOSX def2/J DEFGRID3
* xyz 2 5
C -2.4134 0.4691 -2.5345
H -2.6914 4.5285 -1.1905
H -5.1759 2.0586 -5.7611
H -6.1081 1.5139 -4.3648
C 2.8745 -4.5952 -0.9835
H 3.0419 -1.5968 1.1550
N 0.7377 1.3743 4.2496
H 3.2934 -2.8656 6.2898
C 2.2899 1.1304 -1.9858
H 0.1813 -2.4887 2.5279
H -1.9758 3.4962 4.1849
C -1.7060 -1.7824 3.3097
C -2.1165 4.2579 0.8698
H -5.0338 -1.9511 -4.5188
H 2.9428 -5.6706 3.0938
C -0.0245 0.7857 -2.2707
H 2.9462 -1.4594 -2.3024
C -3.9442 1.6292 -4.0119
O 3.5200 1.3033 1.3897
H 2.8527 -6.4694 -2.0783
O 3.0781 -1.2308 2.1077
C -2.5280 0.4612 -1.1382
C 3.1953 -3.0502 5.2300
C -3.1026 4.6741 -0.1902
C -1.6471 3.6402 3.1612
H 2.8016 -0.7125 6.6592
C -0.3026 3.5068 2.8257
H 1.2149 3.7195 1.3249
H -5.7852 -0.1931 -6.1292
C -1.1562 0.6305 -3.0807
H -3.5979 4.1111 2.4224
C 1.4681 1.0682 -4.2683
H 0.8825 0.2967 -4.7640
O 0.7675 1.0056 1.2428
C 2.9267 -3.7405 1.0563
O 3.2330 -0.6848 4.6157
C 2.8879 -3.2021 -1.0368
C -0.7580 4.1636 0.5772
H 3.2586 1.2916 -2.4450
H 2.9035 -2.8437 -4.3787
N 2.8962 -4.9077 0.3695
O 0.5718 3.6767 5.2596
H 4.5366 -0.6278 6.2360
N 2.9177 -2.6945 0.2584
H 1.3553 2.4919 -5.8801
H 2.5119 0.8198 -4.4390
C -1.5843 0.4090 4.3030
N 1.2446 0.9640 -2.8105
C 3.0701 -2.2888 2.9607
O 4.5423 1.5360 -0.5708
C -0.2398 0.4125 3.9768
H -4.3550 -1.2790 -2.3821
H -3.1211 2.0170 -4.6096
C 1.1515 2.4536 -4.8091
C 2.8536 -4.7228 -3.3372
C -0.3565 -1.6888 3.0262
H 0.1039 2.7189 -4.6471
C 3.1078 -4.3624 4.7642
H -4.1906 -0.2227 -5.7313
H -4.1934 2.3850 -3.2592
H 2.8501 -5.2965 -4.2549
H -3.3709 -0.7656 4.2108
C -2.3185 -0.7154 3.9601
H -1.5620 0.6004 0.7532
H 1.7718 3.2059 -4.3190
H -0.4078 4.4030 -0.4225
C 2.8763 -3.3188 -3.4061
H -1.0692 0.6215 -4.1593
C 3.1717 -2.0211 4.3150
Rh 2.2658 0.7262 2.8679
C -1.4429 0.5919 -0.3254
S 0.8313 2.9863 4.0457
C -2.5470 4.0022 2.1736
C -0.1711 0.7596 -0.8792
C 2.9862 -3.5838 2.5054
C 3.5434 1.3457 0.0832
C -5.1699 1.3976 -4.8997
N 0.3537 -0.6143 3.3665
H -4.0321 4.1090 -0.1039
F -3.7527 0.3490 -0.5866
C -4.6911 -0.4323 -2.9712
H 3.4794 0.7838 5.9985
H -2.0262 1.2443 4.8296
C 0.9781 0.9506 0.0086
C 2.8544 -5.3873 -2.1272
H 2.9371 -5.8319 0.7622
H -2.2575 -2.6766 3.0506
N -5.1246 -0.0297 -5.3722
C 2.2311 1.1243 -0.6200
H -5.3841 0.1417 -2.3510
H -6.4741 -1.0149 -4.0897
C 3.5348 -0.2973 5.9725
O 2.1764 3.0348 3.4556
C -5.3963 -0.9712 -4.2224
Br 3.1356 -5.7745 6.0109
C 2.8937 -2.5422 -2.2640
H -3.3544 5.7319 -0.0881
N -3.5352 0.3482 -3.4131
C 3.0064 -4.6406 3.4215
C 0.1568 3.7869 1.5457
*
```

Here are the Mulliken charges for atoms 1 to 4, given in e: number 1, C, carries -1.72; number 2, H, carries 0.31; number 3, H, carries 0.44; number 4, H, carries 0.35

Question: Among the records above, which one has the lowest strongest force on any atom?
Answer: C2H12O4